1.
This record from OMol25 describes a structure of composition C8H18Br2F6O10S2V in a non-equilibrium geometry. The level of theory is wB97M-V/def2-TZVPD.

The geometry in ORCA input format:
```
! RIJCOSX wB97M-V def2-TZVPD def2/J DEFGRID3
* xyz -2 2
O -0.044 0.808 -0.842
V -1.124 0.506 0.252
Br -3.106 0.501 -1.475
Br -1.211 3.098 1.141
C -0.488 -3.918 1.096
F 0.787 -4.266 0.845
F -1.163 -5.052 1.343
F -0.494 -3.202 2.225
S -1.282 -2.980 -0.292
O -0.684 -3.592 -1.469
O -2.659 -3.197 -0.104
O -0.782 -1.623 -0.059
C -2.804 -0.445 4.174
F -3.636 -0.873 5.133
F -2.311 0.738 4.575
F -1.773 -1.306 4.121
S -3.676 -0.317 2.563
O -4.486 0.856 2.713
O -2.545 -0.146 1.634
O -4.333 -1.588 2.483
C 0.347 -0.578 -3.607
C 0.770 -1.915 -4.169
O 1.244 -2.791 -3.164
H 1.135 -0.200 -2.954
H -0.590 -0.618 -3.051
H 0.247 0.176 -4.400
H 1.647 -1.755 -4.812
H -0.016 -2.353 -4.799
H 0.489 -3.045 -2.595
C 1.621 1.667 3.471
C 0.641 0.556 3.179
O 0.522 0.318 1.798
H 2.559 1.557 2.914
H 1.860 1.782 4.533
H 1.194 2.635 3.195
H -0.348 0.867 3.515
H 0.813 -0.373 3.737
H 1.324 -0.061 1.428
C 2.792 2.823 -1.885
C 2.223 3.740 -2.928
O 2.448 3.195 -4.228
H 3.880 2.740 -1.963
H 2.323 1.842 -1.893
H 2.633 3.269 -0.897
H 2.713 4.727 -2.849
H 1.158 3.934 -2.764
H 2.184 3.861 -4.868
*
```

Computed properties:
E_HOMO (alpha / beta)	-3.05 / -3.08	eV
energy above the lowest of the compared OMol25 structures with the same formula, charge and spin	0.00	kcal per mole
frontier orbital gap (alpha / beta)	7.45 / 7.49	eV

Löwdin population analysis, charges in e, atoms 1 to 2:
1. O -0.4095
2. V 0.4070

***

2.
This record from OMol25 describes a cluster of 2 separate species, C8H18BrFSi in total in a non-equilibrium geometry. The level of theory is wB97M-V/def2-TZVPD.

The geometry in ORCA input format:
```
! RIJCOSX wB97M-V def2-TZVPD def2/J DEFGRID3
* xyz 0 1
C 1.177 -2.453 -0.587
C 1.635 -0.056 -1.067
C 1.846 -0.813 1.248
C -0.123 3.364 0.329
C -1.496 -0.481 -1.644
C -2.016 -1.351 1.484
C 1.007 -0.934 -0.051
C -1.400 2.560 0.456
F -1.844 2.598 1.852
Si -0.811 -0.668 0.110
Br -2.727 3.198 -0.794
H 1.493 -3.114 0.166
H 0.339 -2.837 -1.064
H 2.080 -2.430 -1.247
H 1.507 1.095 -0.895
H 1.112 -0.135 -1.997
H 2.640 -0.242 -1.268
H 2.097 0.302 1.514
H 1.396 -1.327 2.128
H 2.955 -1.070 1.159
H -0.056 4.115 -0.466
H 0.749 2.703 0.263
H 0.008 4.025 1.186
H -1.299 -1.353 -2.284
H -2.597 -0.435 -1.624
H -1.193 0.439 -2.182
H -2.872 -0.790 1.554
H -2.202 -2.524 1.278
H -1.403 -1.387 2.444
*
```

Computed properties:
E_HOMO (alpha / beta)	-7.42 / -6.60	eV
energy above the lowest of the compared OMol25 structures with the same formula, charge and spin	70.83	kcal per mole
frontier orbital gap (alpha / beta)	7.45 / 6.37	eV

Löwdin population analysis, charges in e, atoms 1 to 2:
1. C -0.0516
2. C -0.1391

***

3.
This record from OMol25 describes a cluster of 2 separate species, C8H18ClO3 in total. The level of theory is wB97M-V/def2-TZVPD.

The geometry in ORCA input format:
```
! RIJCOSX wB97M-V def2-TZVPD def2/J DEFGRID3
* xyz -1 1
C -1.287 -4.453 -2.658
C -0.093 -3.523 -2.528
Cl 1.297 -4.473 -3.361
H -1.527 -4.715 -3.700
H -1.052 -5.372 -2.126
H -2.165 -3.998 -2.197
H -0.233 -2.659 -3.186
C -1.309 4.278 0.822
O -0.374 3.230 0.805
C 0.233 3.034 2.070
C 0.927 1.690 2.145
O 0.057 0.606 2.413
C -0.670 0.082 1.300
C 0.143 -0.824 0.404
O 0.963 -0.056 -0.460
C 1.943 -0.873 -1.081
H -0.840 5.227 1.112
H -1.712 4.376 -0.184
H -2.134 4.058 1.512
H -0.523 3.089 2.864
H 0.974 3.831 2.231
H 1.605 1.727 3.002
H 1.523 1.508 1.248
H -1.132 0.885 0.723
H -1.467 -0.517 1.744
H -0.525 -1.451 -0.198
H 0.762 -1.485 1.022
H 2.618 -1.303 -0.329
H 2.526 -0.241 -1.752
H 1.471 -1.678 -1.656
*
```

Computed properties:
E_HOMO	-1.70	eV
energy above the lowest of the compared OMol25 structures with the same formula, charge and spin	0.00	kcal per mole
frontier orbital gap	4.49	eV

Löwdin population analysis, charges in e, atoms 1 to 2:
1. C -0.3782
2. C -0.7203

***

4.
This record from OMol25 describes a structure of composition C8H18CrF6O12S2 in a non-equilibrium geometry. The level of theory is wB97M-V/def2-TZVPD.

The geometry in ORCA input format:
```
! RIJCOSX wB97M-V def2-TZVPD def2/J DEFGRID3
* xyz 0 5
Cr -0.039 0.200 0.172
C 2.468 3.490 1.516
F 2.842 4.588 2.047
F 1.957 3.767 0.283
F 3.535 2.788 1.428
S 0.986 2.579 2.526
O 1.617 1.966 3.706
O 0.026 3.629 2.880
O 0.464 1.519 1.634
C -3.263 -2.750 2.204
F -3.868 -2.525 0.985
F -3.667 -1.830 3.134
F -3.575 -4.001 2.625
S -1.229 -2.738 2.047
O -0.946 -1.375 1.526
O -0.910 -2.963 3.433
O -0.807 -3.759 1.057
C -1.301 3.025 -0.534
C -2.516 2.168 -0.379
O -2.151 0.979 0.351
O -0.154 2.193 -1.000
H -1.101 3.539 0.406
H -1.406 3.884 -1.196
H -3.035 1.964 -1.316
H -3.305 2.739 0.110
H -2.574 1.112 1.202
H 0.350 2.803 -1.543
C -0.320 -2.397 -3.473
C -0.566 -2.462 -1.991
O -1.021 -1.209 -1.349
O 0.883 -1.579 -3.616
H -1.144 -1.858 -3.940
H -0.100 -3.276 -4.079
H 0.300 -2.982 -1.582
H -1.414 -3.138 -1.881
H -1.967 -1.082 -1.453
H 1.364 -1.793 -4.419
C 2.906 -0.447 0.587
C 2.647 -0.686 -0.948
O 1.549 0.006 -1.305
O 1.799 -0.680 1.400
H 3.133 0.603 0.767
H 3.819 -0.981 0.853
H 2.602 -1.727 -1.268
H 3.418 -0.371 -1.652
H 1.511 -0.259 -2.227
H 2.200 -0.672 2.272
*
```

Computed properties:
E_HOMO (alpha / beta)	-8.93 / -9.49	eV
energy above the lowest of the compared OMol25 structures with the same formula, charge and spin	25.89	kcal per mole
frontier orbital gap (alpha / beta)	8.52 / 9.07	eV

Löwdin population analysis, charges in e, atoms 1 to 2:
1. Cr 0.8821
2. C -0.6870

***

5.
This record from OMol25 describes a cluster of 2 separate species, C8H18F2NO7PS in total in a non-equilibrium geometry. The level of theory is wB97M-V/def2-TZVPD.

The geometry in ORCA input format:
```
! RIJCOSX wB97M-V def2-TZVPD def2/J DEFGRID3
* xyz 0 1
O -0.251 -5.482 2.657
C 0.152 -4.435 2.279
F 1.473 -4.187 2.228
C -0.798 -3.295 1.864
N -2.002 -3.318 2.687
S -3.197 -4.300 2.126
O -2.846 -4.962 0.925
O -3.580 -5.177 3.168
F -4.354 -3.288 1.805
H -1.006 -3.352 0.794
H -0.300 -2.333 2.047
H -1.817 -3.483 3.668
C -2.275 1.834 -2.313
C -1.213 0.751 -2.371
O 0.036 1.188 -1.832
P 0.140 1.429 -0.206
O 0.148 0.024 0.314
O 1.745 1.742 -0.044
C 2.617 0.919 0.725
C 3.290 -0.119 -0.152
O -0.194 3.036 -0.307
C 0.770 4.071 -0.545
C 1.397 4.024 -1.920
H -2.542 2.070 -1.279
H -3.180 1.513 -2.830
H -1.914 2.755 -2.770
H -1.549 -0.147 -1.843
H -1.029 0.474 -3.409
H 2.092 0.460 1.561
H 3.378 1.575 1.153
H 2.563 -0.693 -0.727
H 3.884 -0.808 0.450
H 3.948 0.369 -0.873
H 1.521 4.084 0.242
H 0.220 5.010 -0.448
H 1.986 3.123 -2.076
H 2.057 4.883 -2.055
H 0.629 4.044 -2.694
*
```

Computed properties:
E_HOMO	-10.49	eV
SMILES	O=C(F)CNS(=O)(=O)F.CCOP(=O)(OCC)OCC
frontier orbital gap	9.87	eV

Löwdin population analysis, charges in e, atoms 1 to 2:
1. O 0.1740
2. C -0.4301

***

6.
This record from OMol25 describes a structure of composition C8H18F6NO10S2Tl in a non-equilibrium geometry. The level of theory is wB97M-V/def2-TZVPD.

The geometry in ORCA input format:
```
! RIJCOSX wB97M-V def2-TZVPD def2/J DEFGRID3
* xyz 2 1
Tl 0.315 0.199 -1.174
C 1.082 -1.288 3.707
F 0.948 0.016 3.743
F 2.125 -1.662 4.375
F 0.002 -1.845 4.174
S 1.369 -1.790 1.832
O 2.178 -0.692 1.369
O 1.831 -3.140 1.682
N -0.206 -1.467 1.022
S -1.246 -2.646 1.240
O -1.565 -3.250 -0.045
O -0.938 -3.558 2.317
C -2.793 -1.730 1.893
F -3.173 -0.806 1.021
F -3.772 -2.590 1.979
F -2.545 -1.203 3.061
C 2.443 -2.292 -2.923
C 1.314 -3.253 -2.659
O 0.156 -2.494 -2.167
O 2.717 -1.473 -1.779
H 2.397 -1.678 -3.823
H 3.294 -2.945 -3.149
H 1.445 -3.960 -1.838
H 1.021 -3.727 -3.595
H -0.633 -3.050 -2.232
H 3.484 -1.884 -1.359
C -0.950 3.352 -2.967
C -0.311 3.953 -1.725
O 0.702 3.038 -1.266
O -1.381 2.044 -2.632
H -0.247 3.327 -3.800
H -1.801 3.957 -3.286
H -1.032 4.114 -0.918
H 0.153 4.921 -1.926
H 1.443 3.606 -1.024
H -2.345 2.030 -2.633
C -1.278 1.717 1.649
C 0.052 2.398 1.868
O 1.076 1.748 1.156
O -1.595 1.662 0.265
H -2.037 2.224 2.248
H -1.206 0.711 2.082
H 0.229 2.443 2.944
H -0.111 3.438 1.561
H 1.941 1.917 1.547
H -2.554 1.607 0.188
*
```

Computed properties:
E_HOMO	-16.70	eV
energy above the lowest of the compared OMol25 structures with the same formula, charge and spin	0.00	kcal per mole
frontier orbital gap	3.97	eV

Löwdin population analysis, charges in e, atoms 1 to 2:
1. Tl 1.4650
2. C -0.6665

***

7.
This record from OMol25 describes a structure of composition C8H18F6NO8S2V2 in a non-equilibrium geometry. The level of theory is wB97M-V/def2-TZVPD.

The geometry in ORCA input format:
```
! RIJCOSX wB97M-V def2-TZVPD def2/J DEFGRID3
* xyz 1 7
V 14.974 -9.316 36.509
V 16.281 -6.506 35.536
C 17.439 -7.517 38.130
O 16.441 -7.889 37.181
H 17.818 -6.498 37.960
H 17.006 -7.578 39.128
H 18.311 -8.173 38.061
C 13.392 -7.163 34.511
O 14.521 -7.715 35.190
H 12.440 -7.497 34.934
H 13.426 -6.072 34.485
H 13.366 -7.548 33.486
C 16.471 -9.719 32.477
F 16.690 -10.903 31.959
F 16.971 -8.771 31.715
F 15.170 -9.524 32.668
S 17.294 -9.566 34.166
O 18.609 -10.076 34.108
O 17.290 -8.126 34.430
N 16.307 -10.370 35.269
S 16.689 -11.977 35.192
O 15.535 -12.776 35.461
O 17.398 -12.413 34.051
C 17.744 -12.172 36.704
F 18.105 -13.429 36.818
F 18.802 -11.368 36.647
F 16.999 -11.819 37.766
C 11.904 -3.069 32.868
C 10.732 -3.796 33.473
O 9.612 -3.737 32.607
H 12.793 -3.199 33.504
H 11.763 -2.008 32.688
H 12.291 -3.523 31.948
H 10.482 -3.249 34.398
H 10.980 -4.829 33.749
H 8.961 -4.381 32.929
C 7.021 -7.919 33.369
C 8.328 -7.163 33.415
O 8.162 -5.812 33.868
H 6.323 -7.422 32.690
H 6.511 -7.956 34.331
H 7.163 -8.924 32.968
H 8.857 -7.224 32.467
H 8.977 -7.637 34.168
H 8.023 -5.848 34.818
*
```

Computed properties:
E_HOMO (alpha / beta)	-11.72 / -11.72	eV
frontier orbital gap (alpha / beta)	6.60 / 6.59	eV

Löwdin population analysis, charges in e, atoms 1 to 2:
1. V 1.1339
2. V 1.2103

***

no.,E_tot (a.u.)
1,-8555.89278
2,-3278.82997
3,-1001.42883
4,-3658.50220
5,-1836.35241
6,-2689.95574
7,-4255.52273